No. 1
59
Properties=species:S:1:pos:R:3:mulliken_charge:R:1 method="wB97M-V/def2-TZVPD" de_lowest_kj_mol=0.0 homo_ha=-0.318 smiles="CCN(CC)C(=O)[C@@H](C(=O)c1ccccc1)[C@H](c1ccccc1)c1ccc(C)cc1" lumo_energy_ev=0.33 energy_ev=-34055.3366 largest_force_ev_per_a=1.5
C -1.997 2.282 -1.755 -1.083
C -0.806 1.712 -2.513 -0.429
N 0.493 2.012 -1.860 0.397
C 1.058 3.335 -2.183 -0.662
C 1.570 3.446 -3.604 -1.194
C 1.243 1.174 -1.092 -0.897
O 2.420 1.447 -0.834 -0.658
C 0.574 -0.069 -0.505 1.629
C 1.085 -1.231 -1.364 -0.259
O 2.259 -1.307 -1.698 -0.622
C 0.148 -2.370 -1.690 0.888
C -1.212 -2.209 -1.989 0.308
C -2.021 -3.331 -2.190 -1.027
C -1.484 -4.621 -2.089 -0.400
C -0.116 -4.785 -1.832 -0.596
C 0.696 -3.666 -1.678 -0.769
C 0.959 -0.373 0.956 0.259
C 0.413 -1.756 1.339 -0.020
C 1.315 -2.789 1.589 -0.045
C 0.850 -4.089 1.791 -0.849
C -0.529 -4.336 1.777 -0.487
C -1.434 -3.295 1.568 -1.186
C -0.962 -1.994 1.367 0.110
C 0.563 0.761 1.904 -0.229
C 1.322 1.940 1.857 -0.533
C 0.988 3.052 2.616 -0.962
C -0.060 2.974 3.544 1.115
C -0.360 4.140 4.433 -1.415
C -0.782 1.782 3.651 -1.197
C -0.454 0.671 2.867 -0.361
H -2.902 2.159 -2.360 0.389
H -2.152 1.750 -0.808 0.188
H -1.856 3.351 -1.551 0.347
H -0.896 0.625 -2.659 0.190
H -0.737 2.179 -3.506 0.387
H 0.264 4.073 -2.004 0.378
H 1.880 3.525 -1.486 0.343
H 2.043 4.422 -3.731 0.396
H 2.322 2.672 -3.788 0.280
H 0.766 3.348 -4.338 0.351
H -0.521 0.040 -0.554 0.531
H -1.633 -1.207 -2.069 0.323
H -3.080 -3.198 -2.422 0.388
H -2.127 -5.500 -2.199 0.384
H 0.326 -5.782 -1.750 0.381
H 1.767 -3.778 -1.492 0.453
H 2.060 -0.436 0.965 0.683
H 2.386 -2.566 1.579 0.409
H 1.565 -4.898 1.953 0.405
H -0.900 -5.350 1.936 0.402
H -2.516 -3.476 1.567 0.366
H -1.667 -1.167 1.223 0.407
H 2.191 1.981 1.204 0.507
H 1.563 3.975 2.503 0.339
H -1.427 4.182 4.664 0.376
H 0.174 4.063 5.389 0.258
H -0.044 5.073 3.959 0.370
H -1.602 1.705 4.377 0.349
H -0.989 -0.266 3.015 0.594

=====

No. 2
60
Properties=species:S:1:pos:R:3:mulliken_charge:R:1 method="wB97M-V/def2-TZVPD" de_lowest_kj_mol=0.0 homo_ha=-0.301 smiles="CCOC(=O)C1=C(C)NC2=C(C(=O)CC(C)(C)C2)[C@H]1c1ccc(-c2ccccc2)cc1" lumo_energy_ev=0.47 energy_ev=-36103.8219 largest_force_ev_per_a=0.6
C -4.938 -3.384 -1.739 -1.131
C -3.485 -3.734 -1.443 -0.309
O -2.770 -2.593 -0.983 -0.280
C -2.829 -2.322 0.333 0.268
O -3.388 -3.056 1.123 -0.722
C -2.159 -1.058 0.652 -0.822
C -2.178 -0.500 1.886 0.653
C -2.713 -1.104 3.141 -1.859
N -1.676 0.779 2.047 0.003
C -1.617 1.649 0.988 0.616
C -1.616 1.151 -0.268 -0.387
C -1.762 2.007 -1.432 0.756
O -1.825 1.581 -2.570 -0.685
C -1.881 3.492 -1.136 -1.262
C -1.100 3.930 0.105 1.960
C -1.339 5.419 0.366 -2.184
C 0.397 3.687 -0.102 -1.646
C -1.612 3.111 1.298 -1.453
C -1.407 -0.337 -0.444 0.834
C 0.092 -0.579 -0.384 -0.292
C 0.705 -1.288 0.639 -0.038
C 2.084 -1.374 0.712 -1.463
C 2.890 -0.742 -0.228 0.561
C 4.355 -0.769 -0.104 0.254
C 5.025 -1.939 0.241 -0.410
C 6.402 -1.949 0.372 -0.586
C 7.129 -0.788 0.168 -0.400
C 6.472 0.382 -0.172 -0.639
C 5.097 0.392 -0.310 -0.423
C 2.273 -0.062 -1.276 -1.079
C 0.897 0.009 -1.356 -0.165
H -4.986 -2.564 -2.452 0.293
H -5.447 -4.249 -2.154 0.400
H -5.441 -3.084 -0.823 0.302
H -2.966 -4.051 -2.349 0.348
H -3.431 -4.521 -0.684 0.325
H -3.197 -2.051 2.924 0.408
H -1.894 -1.278 3.840 0.324
H -3.429 -0.433 3.615 0.431
H -1.690 1.165 2.980 0.376
H -1.554 4.044 -2.019 0.445
H -2.946 3.704 -0.994 0.378
H -0.981 6.011 -0.472 0.430
H -2.399 5.625 0.499 0.448
H -0.811 5.740 1.261 0.414
H 0.747 4.233 -0.975 0.417
H 0.606 2.631 -0.254 0.204
H 0.962 4.030 0.763 0.435
H -0.989 3.296 2.178 0.632
H -2.632 3.429 1.544 0.334
H -1.774 -0.631 -1.429 0.809
H 0.106 -1.779 1.391 0.482
H 2.541 -1.913 1.530 0.479
H 4.463 -2.850 0.388 0.476
H 6.910 -2.865 0.634 0.379
H 8.204 -0.796 0.275 0.368
H 7.034 1.292 -0.327 0.381
H 4.586 1.310 -0.560 0.462
H 2.879 0.403 -2.040 0.571
H 0.434 0.534 -2.179 0.583

=====

No. 3
66
Properties=species:S:1:pos:R:3:mulliken_charge:R:1 method="wB97M-V/def2-TZVPD" de_lowest_kj_mol=76.5 homo_ha=-0.165 charge=-1 smiles="CB(O)c1cc2c(c(C(=O)[O-])c1)N(CCCNCc1ccccc1O)c1cc(CCCS)ccc1S2" lumo_energy_ev=2.28 energy_ev=-62005.7702 largest_force_ev_per_a=2.3
C -1.074 -3.901 4.401 -0.984
B -0.037 -4.359 3.271 0.465
O 0.481 -5.639 3.307 -0.545
C 0.412 -3.356 2.159 -0.057
C 0.536 -2.000 2.439 -0.333
C 0.952 -1.137 1.467 1.041
C 1.262 -1.531 0.168 -1.787
C 1.146 -2.889 -0.113 0.631
C 1.436 -3.527 -1.514 0.513
O 2.295 -2.967 -2.234 -0.676
O 0.758 -4.547 -1.776 -0.773
C 0.718 -3.758 0.866 -1.015
N 1.688 -0.636 -0.868 0.751
C 0.551 0.046 -1.545 -0.573
C -0.705 -0.823 -1.723 -1.110
C -1.787 -0.533 -0.630 -0.427
N -2.897 0.265 -1.163 -0.215
C -4.220 -0.166 -0.712 -1.107
C -4.858 0.886 0.214 0.417
C -5.128 2.148 -0.266 -0.286
C -5.665 3.100 0.576 -0.539
C -5.952 2.764 1.876 -0.410
C -5.689 1.508 2.363 -0.386
C -5.152 0.551 1.523 0.214
O -4.901 -0.711 2.050 -0.651
C 2.567 0.390 -0.407 -1.037
C 3.577 0.781 -1.261 -0.156
C 4.439 1.800 -0.894 0.548
C 5.511 2.213 -1.922 -1.043
C 4.811 2.537 -3.262 -0.588
C 3.733 3.610 -3.143 -0.514
S 2.837 3.894 -4.723 -0.253
C 4.341 2.415 0.329 -0.839
C 3.334 2.037 1.204 -0.893
C 2.474 1.053 0.802 1.127
S 1.127 0.592 1.885 -0.366
H -0.574 -3.719 5.363 0.295
H -1.579 -2.988 4.070 0.233
H -1.839 -4.667 4.599 0.351
H -0.184 -6.280 3.581 0.287
H 0.318 -1.617 3.435 0.455
H 0.603 -4.817 0.654 0.486
H 0.903 0.303 -2.556 0.398
H 0.287 1.015 -1.084 0.367
H -0.499 -1.889 -1.840 0.220
H -1.168 -0.497 -2.664 0.600
H -2.102 -1.507 -0.239 0.483
H -1.270 -0.007 0.188 0.211
H -2.768 1.247 -0.962 0.317
H -4.940 -0.327 -1.530 0.383
H -4.181 -1.098 -0.145 0.461
H -4.930 2.418 -1.300 0.418
H -5.896 4.107 0.237 0.371
H -6.378 3.482 2.573 0.335
H -5.898 1.228 3.392 0.401
H -3.939 -0.803 2.006 0.277
H 3.694 0.288 -2.221 0.601
H 6.245 1.409 -2.041 0.311
H 5.994 3.107 -1.506 0.376
H 5.590 2.948 -3.926 0.469
H 4.468 1.631 -3.768 0.344
H 2.964 3.382 -2.400 0.247
H 4.187 4.573 -2.890 0.327
H 1.673 3.229 -4.551 0.113
H 5.031 3.206 0.614 0.319
H 3.269 2.536 2.166 0.400

=====

No. 4
72
Properties=species:S:1:pos:R:3:mulliken_charge:R:1 method="wB97M-V/def2-TZVPD" homo_ha="-0.535 / -0.534" charge=+3 lumo_energy_ev="-10.30 / -10.40" energy_ev=-199146.3469 largest_force_ev_per_a=5.4
Pt -0.193 0.456 0.036 2.827
C 2.747 -0.607 4.622 -0.774
N 2.423 -0.478 3.200 0.171
C 3.326 -0.539 2.176 -0.562
C 2.630 -0.348 1.019 -0.721
N 1.317 -0.171 1.349 0.126
C 1.205 -0.250 2.671 0.218
P -0.360 -0.139 3.597 -0.291
C -1.318 -1.197 2.470 -0.088
N -1.420 -1.058 1.153 0.197
C -2.190 -2.086 0.693 -0.747
C -2.585 -2.841 1.761 -0.768
N -2.034 -2.272 2.872 0.152
C -2.168 -2.790 4.234 -0.797
C -0.838 1.462 2.862 -0.019
N -0.770 1.787 1.572 -0.035
C -1.202 3.077 1.437 -0.565
C -1.536 3.540 2.675 -0.605
N -1.301 2.522 3.554 0.168
C -1.568 2.576 4.993 -0.791
H 3.820 -0.736 4.722 0.330
H 2.248 -1.473 5.050 0.335
H 2.454 0.291 5.161 0.331
H 4.375 -0.714 2.343 0.450
H 2.980 -0.295 0.005 0.605
H -2.398 -2.235 -0.353 0.699
H -3.199 -3.724 1.811 0.475
H -2.713 -3.728 4.194 0.332
H -2.720 -2.093 4.861 0.337
H -1.188 -2.975 4.669 0.340
H -1.231 3.588 0.492 0.597
H -1.911 4.500 2.984 0.471
H -1.793 3.603 5.266 0.328
H -0.697 2.248 5.555 0.341
H -2.423 1.951 5.244 0.343
C -3.408 0.893 -0.719 -1.186
C -2.536 1.765 -1.555 0.904
C -3.086 2.634 -2.511 -1.397
C -2.272 3.409 -3.292 -0.780
C -0.877 3.333 -3.140 0.634
C 0.066 4.071 -3.936 0.026
Br -0.532 5.256 -5.236 -0.119
C 1.435 3.913 -3.765 -0.346
C 1.927 3.060 -2.801 -0.357
Br 3.759 2.812 -2.587 -0.090
C 1.051 2.343 -1.914 0.597
O 1.469 1.641 -0.974 -0.620
C -0.386 2.471 -2.156 -0.214
N -1.213 1.720 -1.386 0.348
H -4.391 0.781 -1.170 0.565
H -3.544 1.327 0.275 0.245
H -2.955 -0.088 -0.607 -0.094
H -4.159 2.673 -2.631 0.588
H -2.699 4.075 -4.030 0.422
H 2.122 4.466 -4.391 0.482
O -0.561 -2.782 -1.776 -0.723
C 0.183 -1.874 -2.112 0.285
O 0.167 -0.651 -1.740 -0.654
C 1.289 -2.214 -3.136 -0.329
N 0.969 -3.571 -3.703 0.041
C 2.218 -4.427 -3.646 -0.630
C 3.334 -3.414 -3.433 -0.730
C 2.673 -2.388 -2.509 -0.547
H 1.311 -1.474 -3.933 0.433
H 0.612 -3.506 -4.654 0.398
H 0.207 -3.929 -3.100 0.356
H 2.304 -5.016 -4.554 0.382
H 2.123 -5.098 -2.795 0.302
H 3.619 -2.948 -4.378 0.351
H 4.221 -3.874 -3.004 0.397
H 3.207 -1.443 -2.453 0.310
H 2.584 -2.801 -1.500 0.338

=====

No. 5
65
Properties=species:S:1:pos:R:3:mulliken_charge:R:1 method="wB97M-V/def2-TZVPD" homo_ha=-0.502 charge=+2 lumo_energy_ev=-7.67 energy_ev=-70603.7718 largest_force_ev_per_a=3.8
Zr -7.503 15.979 6.618 1.312
Cl -10.807 12.773 8.545 -0.155
C -9.180 12.567 8.775 0.155
C -8.606 11.565 9.476 -0.433
C -7.206 11.544 9.674 0.650
Cl -6.578 10.322 10.676 -0.187
C -6.370 12.412 9.005 -0.106
C -4.960 12.452 9.197 -0.728
C -4.193 13.545 8.810 -0.961
C -4.866 14.539 8.056 -0.667
N -6.177 14.562 7.844 0.485
C -6.960 13.467 8.281 0.305
C -8.349 13.615 8.219 0.935
O -8.834 14.659 7.555 -0.936
H -9.189 10.752 9.970 0.446
H -4.452 11.668 9.760 0.433
H -3.112 13.701 9.061 0.414
H -4.283 15.363 7.677 0.569
C -7.348 17.197 9.537 -0.614
N -7.829 17.422 8.161 0.025
C -7.907 18.728 7.767 -0.046
C -8.236 18.977 6.423 -0.187
C -8.852 20.077 5.733 -0.994
C -8.693 19.824 4.378 -0.794
C -8.285 18.516 4.290 0.026
N -8.086 17.881 5.483 -0.225
C -8.432 17.346 10.545 1.021
C -8.227 16.820 11.797 -0.715
C -9.298 16.902 12.760 -0.436
C -10.442 17.614 12.539 -0.439
C -10.644 18.140 11.219 -0.623
C -9.743 17.859 10.188 -0.544
H -6.543 17.897 9.800 0.559
H -6.931 16.186 9.532 -0.088
H -7.831 19.541 8.472 0.514
H -9.166 21.006 6.101 0.508
H -8.943 20.488 3.559 0.460
H -8.183 17.944 3.344 0.333
H -7.302 16.511 12.203 0.475
H -9.113 16.490 13.783 0.321
H -11.156 17.843 13.405 0.321
H -11.582 18.688 10.989 0.354
H -9.969 18.138 9.176 0.464
C -9.991 14.937 2.956 -1.090
C -8.756 13.975 3.146 -0.718
P -7.378 14.588 4.268 0.699
C -6.154 15.467 3.149 -0.559
C -6.264 15.328 1.598 -1.202
C -6.508 12.923 4.553 -0.448
C -6.018 12.098 3.317 -1.501
H -10.921 14.405 2.650 0.368
H -9.768 15.778 2.287 0.260
H -10.148 15.428 3.924 0.246
H -8.347 13.588 2.180 0.430
H -9.134 13.104 3.717 0.492
H -5.126 15.135 3.482 0.437
H -6.201 16.536 3.347 0.515
H -5.462 15.910 1.111 0.423
H -7.264 15.756 1.329 0.271
H -6.222 14.268 1.216 0.248
H -7.309 12.353 5.073 0.446
H -5.623 13.094 5.210 0.281
H -5.906 11.107 3.617 0.478
H -5.084 12.427 3.007 0.397
H -6.700 12.156 2.495 0.320

=====

No. 6
62
Properties=species:S:1:pos:R:3:mulliken_charge:R:1 method="wB97M-V/def2-TZVPD" de_lowest_kj_mol=0.0 homo_ha="-0.226 / -0.260" multiplicity=4 lumo_energy_ev="-0.74 / -0.68" energy_ev=-80241.6314 largest_force_ev_per_a=0.1
Co 0.263 1.701 -1.170 -0.183
C 0.538 -1.210 -4.005 -0.932
Si -0.379 0.381 -3.626 -0.025
C -1.774 0.589 -4.852 -1.098
C 0.818 1.841 -3.769 -1.072
N -0.891 0.509 -1.997 0.361
C -1.896 -0.197 -1.368 0.907
C -2.559 -1.366 -1.664 -1.264
C -3.445 -1.779 -0.526 -0.623
C -3.254 -0.508 1.995 1.467
C -2.035 0.377 2.175 -1.719
C -1.548 0.827 0.939 0.684
F 0.346 2.001 1.629 -0.246
H 0.845 -1.251 -5.053 0.352
H -0.098 -2.075 -3.807 0.330
H 1.431 -1.309 -3.385 0.216
H -1.415 0.532 -5.882 0.340
H -2.268 1.553 -4.711 0.308
H -2.526 -0.190 -4.715 0.319
H 1.447 1.703 -4.653 0.375
H 1.543 1.947 -2.946 0.221
H 0.288 2.788 -3.885 0.333
H -2.437 -1.964 -2.558 0.376
H -3.524 -2.819 -0.234 0.484
H -4.150 0.055 2.304 0.420
H -1.634 0.650 3.141 0.473
C -0.438 1.600 0.560 -0.192
C -2.321 0.220 -0.082 -0.853
C -3.338 -0.652 0.476 0.802
C -3.327 -1.831 2.689 -0.625
C -4.406 -2.603 2.530 -0.656
C -5.595 -2.261 1.737 -0.412
C -5.716 -1.516 0.623 -0.826
C -4.665 -0.912 -0.215 -0.247
H -2.498 -2.163 3.303 0.391
H -4.456 -3.544 3.068 0.398
H -6.516 -2.699 2.113 0.383
H -6.725 -1.391 0.243 0.371
H -4.990 -0.222 -0.987 0.508
C 4.846 -1.806 3.204 -1.514
C 4.283 -0.647 2.433 0.588
C 3.953 -0.774 1.092 -0.948
C 3.401 0.273 0.365 1.152
C 3.082 0.043 -1.085 -1.271
C 3.201 1.502 1.018 1.000
C 2.645 2.665 0.348 -0.897
O 1.870 2.675 -0.604 -0.336
C 3.552 1.660 2.377 0.998
C 3.309 2.950 3.116 -1.816
C 4.072 0.578 3.061 -0.857
H 5.114 -2.630 2.546 0.353
H 4.112 -2.173 3.924 0.317
H 5.732 -1.507 3.765 0.374
H 4.128 -1.719 0.591 0.334
H 3.617 -0.834 -1.448 0.519
H 3.353 0.896 -1.706 0.309
H 2.011 -0.138 -1.220 0.040
H 2.960 3.642 0.732 0.337
H 3.913 3.767 2.715 0.401
H 3.573 2.833 4.165 0.380
H 2.260 3.246 3.063 0.325
H 4.318 0.686 4.111 0.368

=====

No. 7
74
Properties=species:S:1:pos:R:3:mulliken_charge:R:1 method="wB97M-V/def2-TZVPD" de_lowest_kj_mol=126.8 homo_ha="-0.386 / -0.381" charge=+1 multiplicity=2 lumo_energy_ev="-3.37 / -3.44" energy_ev=-144950.4601 largest_force_ev_per_a=1.0
Ru -0.399 0.455 0.746 0.434
C 2.978 2.170 -0.191 -1.244
C 1.753 2.917 0.224 0.565
N 0.552 2.470 0.513 0.858
C -0.377 3.489 0.483 -0.357
C 0.131 4.734 0.323 -0.526
S 1.813 4.627 0.101 -0.194
C -1.780 3.124 0.583 -0.582
C -2.842 3.958 0.494 -0.519
S -4.265 3.091 0.824 -0.198
C -3.381 1.651 1.049 0.380
N -2.088 1.799 0.843 0.951
C -4.145 0.477 1.573 -1.091
H 2.792 1.110 -0.246 0.055
H 3.803 2.361 0.496 0.374
H 3.272 2.525 -1.179 0.448
H -0.396 5.672 0.293 0.435
H -2.843 5.013 0.282 0.462
H -4.997 0.841 2.144 0.618
H -3.528 -0.121 2.237 0.068
H -4.532 -0.145 0.765 0.178
O 1.652 0.364 1.683 -0.145
N 2.378 -0.704 1.705 -0.919
N 1.818 -1.686 1.144 1.211
O 0.604 -1.612 0.691 -0.446
C 2.522 -2.933 1.035 0.563
C 3.903 -2.961 1.163 -0.344
C 4.551 -4.180 1.069 -0.594
C 3.830 -5.344 0.839 -0.514
C 2.452 -5.292 0.699 -0.580
C 1.784 -4.080 0.795 -0.489
H 4.452 -2.046 1.329 0.454
H 5.628 -4.218 1.164 0.377
H 4.346 -6.291 0.759 0.393
H 1.889 -6.196 0.512 0.388
H 0.713 -4.015 0.676 0.324
N 1.391 1.505 6.786 -0.366
C 1.105 1.214 5.510 0.554
N 2.073 1.327 4.590 -0.292
N -0.150 0.851 5.252 -0.848
C -0.449 0.613 4.010 0.734
N -0.745 0.384 2.914 -0.272
H 2.320 1.726 7.091 0.193
H 0.657 1.418 7.466 0.249
H 3.012 1.555 4.862 0.217
H 1.922 1.029 3.622 0.037
C 1.107 -0.994 -4.758 -0.990
Si 0.670 0.721 -4.157 -0.315
C 2.100 1.899 -4.417 -0.957
C -0.861 1.348 -5.038 -0.926
C 0.292 0.634 -2.365 -0.069
C -0.006 0.529 -1.188 0.526
H 1.312 -1.004 -5.831 0.351
H 0.287 -1.687 -4.563 0.298
H 1.991 -1.372 -4.242 0.307
H 2.363 1.980 -5.473 0.344
H 2.984 1.555 -3.877 0.273
H 1.851 2.899 -4.056 0.295
H -0.669 1.530 -6.097 0.368
H -1.211 2.282 -4.593 0.299
H -1.670 0.617 -4.968 0.226
Se -1.916 -2.332 1.770 0.395
N -1.815 -1.048 0.521 -0.059
C -2.666 -1.338 -0.458 0.540
C -2.959 -0.541 -1.603 -0.491
C -3.916 -0.976 -2.459 -1.047
C -4.634 -2.198 -2.256 -0.611
C -4.396 -2.978 -1.178 -0.795
C -3.411 -2.555 -0.233 0.907
N -3.147 -3.208 0.886 -0.808
H -2.402 0.367 -1.777 0.538
H -4.147 -0.387 -3.337 0.469
H -5.379 -2.488 -2.984 0.421
H -4.928 -3.899 -0.993 0.508